No. 1
Computed, not measured: a molecular structure, C29H31N2O4SiZn, with ωB97M-V/def2-TZVPD.

For the lowest unoccupied orbital energy, the calculation gives 2.516 eV. Its largest force on an atom is 0.232 eV/Å. For the energy above the lowest of the compared OMol25 structures with the same formula, charge and spin, the calculation gives 0.6 kcal per mole. The calculation puts the HOMO energy at -5.5280 eV. Its total charge is -1. The energy comes out at -3603.2509 Eh.

Geometry (Å):
Zn1 -0.1723 1.4972 -2.2339
N1 3.8955 2.7143 -0.4180
C1 3.1318 2.5433 -1.5549
O1 3.4602 1.7343 -2.4032
C2 1.9480 3.4778 -1.6615
C3 0.9225 3.1001 -2.7231
H1 4.5451 1.9657 -0.2344
H2 3.4308 3.0869 0.3935
H3 2.3822 4.4762 -1.8202
H4 1.4836 3.5094 -0.6705
H5 1.3963 3.0681 -3.7063
H6 0.1785 3.9049 -2.7722
O2 -3.8150 0.0047 -3.2389
C4 -2.6510 0.2906 -2.9741
O3 -2.1513 1.4360 -2.7537
C5 -1.6493 -0.8695 -2.9103
C6 -2.0995 -2.2080 -2.8625
C7 -1.1823 -3.2019 -2.7223
C8 0.1982 -2.8849 -2.6647
C9 1.2150 -3.8565 -2.5203
C10 2.5285 -3.4811 -2.4772
C11 2.8856 -2.1189 -2.5790
C12 1.9261 -1.1547 -2.7107
C13 0.5635 -1.5260 -2.7497
N2 -0.3829 -0.5507 -2.8546
H7 -3.1645 -2.3820 -2.9078
H8 -1.4880 -4.2397 -2.6487
H9 0.9329 -4.9004 -2.4428
H10 3.3020 -4.2301 -2.3610
H11 3.9283 -1.8302 -2.5414
H12 2.1904 -0.1055 -2.7785
C14 1.2748 -2.0446 0.9980
C15 1.1263 -0.7159 1.7445
C16 2.3792 0.1245 1.4645
C17 1.0422 -0.9719 3.2534
Si1 -0.3509 0.2950 1.0544
O4 0.0069 0.9076 -0.3605
C18 -1.9277 -0.7619 0.9891
C19 -2.9352 -0.3066 0.1314
C20 -4.1273 -0.9992 -0.0341
C21 -4.3479 -2.1698 0.6793
C22 -3.3749 -2.6340 1.5541
C23 -2.1813 -1.9372 1.7026
C24 -0.7309 1.6701 2.3070
C25 -1.3596 1.4329 3.5322
C26 -1.6182 2.4621 4.4270
C27 -1.2538 3.7652 4.1095
C28 -0.6433 4.0282 2.8916
C29 -0.3905 2.9890 2.0037
H13 2.1929 -2.5576 1.3154
H14 1.3477 -1.8795 -0.0788
H15 0.4369 -2.7216 1.1734
H16 3.2739 -0.3900 1.8403
H17 2.3214 1.1006 1.9587
H18 2.4958 0.2947 0.3928
H19 1.9253 -1.5305 3.5905
H20 0.1617 -1.5545 3.5340
H21 1.0050 -0.0344 3.8124
H22 -2.7758 0.6072 -0.4308
H23 -4.8620 -0.6295 -0.7386
H24 -5.2729 -2.7204 0.5525
H25 -3.5421 -3.5453 2.1173
H26 -1.4383 -2.3287 2.3869
H27 -1.6629 0.4224 3.7898
H28 -2.1095 2.2511 5.3697
H29 -1.4573 4.5720 4.8037
H30 -0.3738 5.0445 2.6281
H31 0.0575 3.1966 1.0382

Forces on atoms 1 to 2 (eV/Å):
0.0 0.0 0.2
0.0 0.0 0.0


No. 2
Computed, not measured: a molecular structure, C14H30Cl2InO10P in a non-equilibrium geometry, with ωB97M-V/def2-TZVPD.

For the lowest unoccupied orbital energy, the calculation gives -12.130 eV. Its largest force on an atom is 10.250 eV/Å. For the energy above the lowest of the compared OMol25 structures with the same formula, charge and spin, the calculation gives 205.9 kcal per mole. The calculation puts the HOMO energy at -14.5441 eV. Its total charge is +2. The energy comes out at -2754.6627 Eh.

Geometry (Å):
In1 -17.7024 21.6643 -28.3151
C1 -19.7260 24.9974 -28.3703
C2 -19.0922 23.6002 -28.1990
O1 -19.3175 22.7328 -29.0612
O2 -18.2032 23.3539 -27.3796
H1 -20.0926 25.2853 -29.3556
H2 -19.1691 25.8251 -27.9312
H3 -20.6929 24.9570 -27.8686
C3 -18.2246 24.5691 -31.3167
Cl1 -16.8778 25.6709 -31.7349
Cl2 -19.7071 25.0952 -32.1340
H4 -17.8476 23.6401 -31.7445
H5 -18.4301 24.4074 -30.2585
C4 -19.2616 19.2228 -31.7523
O3 -20.1257 19.1378 -30.6669
P1 -20.4595 20.4980 -29.8049
O4 -19.3404 20.9768 -28.9934
O5 -21.0925 21.5314 -30.9766
C5 -20.7108 22.9647 -31.0162
O6 -21.7252 20.0299 -28.8133
C6 -21.7383 18.9003 -27.9108
H6 -19.7371 18.7570 -32.6155
H7 -18.3726 18.6038 -31.6315
H8 -18.9152 20.2274 -31.9951
H9 -20.9309 23.5498 -30.1233
H10 -21.3167 23.5658 -31.6941
H11 -19.6420 23.1415 -30.8958
H12 -22.5568 18.2578 -28.2353
H13 -22.2347 19.2791 -27.0175
H14 -20.7519 18.4411 -27.8445
O7 -23.4057 26.9647 -28.5350
C7 -22.2986 26.5479 -28.2260
O8 -21.3652 26.2246 -29.1706
C8 -21.6393 26.4791 -30.5635
C9 -22.5162 25.3304 -31.0640
C10 -21.9366 26.2328 -26.8008
H15 -20.7120 26.5686 -31.1293
H16 -22.0503 27.4839 -30.4666
H17 -23.5151 25.4741 -30.6520
H18 -22.1828 24.3559 -30.7074
H19 -22.5809 25.2024 -32.1446
H20 -20.8639 26.3780 -26.6723
H21 -22.1053 25.1950 -26.5133
H22 -22.6265 26.8648 -26.2416
O9 -18.2364 27.9977 -32.5337
C11 -19.1598 27.8398 -31.7828
O10 -19.1882 27.9505 -30.4973
C12 -17.9843 28.1586 -29.8087
C13 -17.6337 26.9543 -28.9312
C14 -20.4766 27.8760 -32.4582
H23 -17.9766 29.0809 -29.2277
H24 -17.1042 28.2554 -30.4444
H25 -18.4320 26.7277 -28.2246
H26 -16.7881 27.0632 -28.2522
H27 -17.3582 26.1328 -29.5925
H28 -20.3974 28.4384 -33.3886
H29 -21.2018 28.3142 -31.7725
H30 -20.7912 26.8844 -32.7832

Forces on atoms 1 to 2 (eV/Å):
3.7 -1.5 0.9
-0.4 -1.9 1.6


No. 3
Computed, not measured: a single C4H5NO2 molecule, with ωB97M-V/def2-TZVPD.

For the lowest unoccupied orbital energy, the calculation gives 0.076 eV. Its largest force on an atom is 0.578 eV/Å. For the energy above the lowest of the compared OMol25 structures with the same formula, charge and spin, the calculation gives 98.5 kcal per mole. The calculation puts the HOMO energy at -8.9027 eV. The energy comes out at -360.5125 Eh.

Geometry (Å):
O1 0.4455 -2.5652 -0.5968
C1 0.5003 -1.3760 -0.2830
N1 -0.3656 -0.8130 0.6387
C2 -0.8826 0.5278 0.4976
C3 0.1840 1.5557 0.2633
O2 1.3218 1.2828 -0.0552
C4 1.6354 -0.7430 -0.8940
H1 -1.0441 -1.5004 0.9450
H2 -1.4417 0.8097 1.3984
H3 -1.5861 0.6512 -0.3473
H4 -0.1478 2.6106 0.3592
H5 1.3811 -0.4401 -1.9258

Forces on atoms 1 to 2 (eV/Å):
0.0 0.2 0.2
0.0 -0.1 -0.1